Formula: CH4N2S2
Source: the Open Molecules 2025 dataset
Level of theory: ωB97M-V/def2-TZVPD

Each line ends with the Mulliken spin population.
Geometry (Å):
H -1.144 -1.821 -1.001  -0.0067
N -0.714 -1.062 -0.433  0.2388
H 0.799 0.406 2.044  0.0034
S 0.475 -0.461 -2.786  1.0728
C 0.024 -0.190 -1.211  0.5919
H -0.987 -0.893 0.574  -0.0109
S 0.960 1.144 -0.237  0.1021
H 0.323 1.915 1.698  0.0006
N 0.265 0.961 1.352  0.0079

Results
energy above the lowest of the compared OMol25 structures with the same formula, charge and spin: 0.0 kcal/mol
Kohn-Sham gap (alpha / beta): 0.2232 / 0.2310 hartree
expectation value of S²: 2.0068
2S+1: 3